12 unconnected molecules or ions with the total composition C64H164N12O20 in a non-equilibrium geometry. Source: the OMol25 dataset; level of theory: ωB97M-V/def2-TZVPD.

Geometry as XYZ:
```
260
C64H164N12O20 ωB97M-V/def2-TZVPD
C 2.08 -3.46 2.38
O 0.73 -3.83 2.30
C 0.67 -5.21 1.74
C -0.76 -5.82 1.99
C -1.03 -6.01 3.47
N -0.86 -7.11 1.39
H 2.51 -3.57 1.39
H 2.66 -4.10 3.04
H 2.05 -2.44 2.76
H 0.79 -5.15 0.64
H 1.51 -5.84 2.15
H -1.44 -5.01 1.54
H -0.84 -5.06 4.02
H -0.39 -6.84 3.83
H -2.04 -6.30 3.64
H -0.76 -7.14 0.34
H -1.76 -7.51 1.57
C 2.94 4.25 -1.06
O 2.15 4.69 -2.26
C 3.00 4.61 -3.43
C 2.31 5.09 -4.66
C 1.21 4.14 -5.17
N 3.33 5.30 -5.72
H 2.15 4.17 -0.28
H 3.72 5.01 -0.82
H 3.41 3.31 -1.26
H 3.85 5.31 -3.25
H 3.33 3.63 -3.60
H 1.79 6.05 -4.41
H 0.69 4.64 -6.01
H 0.50 3.88 -4.35
H 1.62 3.21 -5.65
H 3.39 4.63 -6.46
H 4.19 5.60 -5.41
C -0.22 -1.12 -0.98
O -0.66 0.12 -0.52
C -0.99 0.05 0.82
C -1.73 1.29 1.30
C -0.75 2.43 1.18
N -2.02 1.10 2.77
H -0.91 -1.97 -0.70
H 0.79 -1.40 -0.57
H -0.14 -1.02 -2.05
H -1.60 -0.88 1.06
H -0.04 -0.11 1.38
H -2.68 1.43 0.76
H -1.15 3.26 1.75
H -0.43 2.81 0.16
H 0.14 2.06 1.74
H -2.72 1.77 3.03
H -1.20 1.16 3.37
C -3.57 6.17 0.30
O -4.66 5.27 0.68
C -4.35 4.17 1.48
C -4.63 4.37 2.93
C -3.83 5.62 3.42
N -4.36 3.22 3.71
H -2.61 5.67 0.16
H -3.40 7.00 1.01
H -3.97 6.68 -0.62
H -4.97 3.31 1.15
H -3.30 3.89 1.32
H -5.67 4.75 3.08
H -2.72 5.42 3.34
H -4.02 5.85 4.50
H -4.03 6.55 2.85
H -4.99 2.43 3.38
H -4.49 3.47 4.70
C 3.69 -3.53 -1.03
O 2.32 -3.49 -0.89
C 1.66 -3.60 -2.16
C 2.09 -4.78 -2.99
N 1.82 -6.03 -2.28
C 0.39 -6.42 -2.11
C 0.35 -7.95 -2.00
O 0.98 -8.53 -3.17
C 1.05 -9.95 -3.06
H 4.13 -4.50 -1.18
H 4.04 -3.11 -0.07
H 4.04 -2.80 -1.76
H 1.83 -2.67 -2.70
H 0.55 -3.60 -1.99
H 3.11 -4.71 -3.35
H 1.45 -4.62 -3.88
H 2.21 -6.78 -2.84
H -0.20 -6.17 -3.02
H -0.03 -5.94 -1.25
H -0.61 -8.42 -1.93
H 0.87 -8.28 -1.15
H 1.74 -10.28 -2.30
H 1.27 -10.46 -3.99
H 0.03 -10.31 -2.73
C -1.89 7.68 -2.89
O -0.87 8.03 -2.01
C -0.19 6.83 -1.48
C 0.82 7.23 -0.42
N 0.15 7.56 0.87
C 1.04 8.17 1.83
C 0.28 8.94 2.92
O -0.56 9.93 2.38
C -1.43 10.43 3.37
H -1.42 7.13 -3.69
H -2.26 8.59 -3.24
H -2.74 7.12 -2.50
H 0.29 6.27 -2.33
H -0.91 6.14 -1.07
H 1.26 8.16 -0.73
H 1.53 6.35 -0.20
H -0.60 8.16 0.59
H 1.79 8.87 1.41
H 1.59 7.42 2.35
H 1.07 9.37 3.57
H -0.31 8.22 3.56
H -2.15 9.70 3.76
H -2.03 11.17 2.91
H -0.92 10.93 4.22
C 1.63 1.11 -2.66
O 1.81 -0.03 -3.50
C 1.94 0.36 -4.85
C 2.10 -0.91 -5.68
N 3.17 -1.80 -5.33
C 4.52 -1.48 -5.76
C 5.61 -2.32 -5.13
O 5.65 -1.99 -3.78
C 6.56 -2.89 -3.04
H 0.71 1.61 -2.94
H 2.46 1.76 -2.81
H 1.51 0.77 -1.64
H 2.85 0.94 -4.95
H 1.11 0.92 -5.21
H 2.11 -0.58 -6.74
H 1.14 -1.43 -5.65
H 3.22 -1.82 -4.33
H 4.85 -0.46 -5.72
H 4.50 -1.73 -6.84
H 6.61 -2.13 -5.62
H 5.42 -3.39 -5.30
H 7.58 -2.53 -3.20
H 6.44 -3.91 -3.47
H 6.30 -2.94 -1.97
C -1.93 0.86 8.04
O -2.20 1.85 7.13
C -1.45 2.99 7.21
C -2.02 4.08 6.31
N -1.22 5.31 6.26
C 0.16 5.29 5.80
C 0.28 4.88 4.33
O 1.64 4.85 4.11
C 1.87 4.67 2.72
H -2.87 0.30 8.24
H -1.60 1.31 8.96
H -1.22 0.15 7.67
H -0.39 2.79 6.99
H -1.46 3.41 8.22
H -2.93 4.44 6.71
H -2.06 3.64 5.30
H -1.77 5.98 5.79
H 0.69 4.56 6.36
H 0.63 6.31 5.97
H -0.18 5.58 3.65
H -0.18 3.91 4.08
H 1.47 5.36 2.00
H 1.53 3.69 2.33
H 2.97 4.61 2.64
C -2.95 -5.03 -2.16
O -2.46 -4.87 -0.79
C -3.16 -3.87 -0.06
C -4.67 -4.13 -0.05
N -5.01 -5.50 0.28
C -4.64 -5.87 1.62
C -4.84 -7.39 1.88
O -3.99 -8.03 0.95
C -4.12 -9.39 1.09
H -2.14 -5.42 -2.71
H -3.25 -4.01 -2.59
H -3.82 -5.64 -2.27
H -2.91 -2.91 -0.39
H -2.83 -4.03 1.00
H -5.06 -3.96 -1.08
H -5.06 -3.46 0.66
H -4.62 -6.19 -0.37
H -5.25 -5.33 2.37
H -3.60 -5.66 1.97
H -5.88 -7.59 1.66
H -4.48 -7.61 2.90
H -3.40 -9.86 0.39
H -5.11 -9.75 0.82
H -3.92 -9.72 2.09
C -4.15 -4.31 5.62
O -4.31 -3.98 4.23
C -4.83 -2.69 3.89
C -3.86 -1.59 4.15
N -2.74 -1.67 3.19
C -1.46 -2.19 3.74
C -0.68 -1.37 4.82
O 0.10 -0.39 4.24
C 0.74 0.37 5.26
H -3.14 -3.93 5.94
H -4.22 -5.41 5.71
H -4.92 -3.89 6.28
H -5.81 -2.51 4.35
H -4.87 -2.75 2.79
H -3.39 -1.60 5.15
H -4.31 -0.66 3.95
H -2.53 -0.71 2.86
H -0.89 -2.46 2.88
H -1.70 -3.16 4.23
H -0.03 -1.98 5.45
H -1.44 -0.82 5.35
H 1.12 1.24 4.75
H 1.52 -0.21 5.75
H 0.04 0.64 6.02
C -1.13 -5.65 -6.28
O -1.14 -4.65 -5.35
C -1.08 -3.34 -5.92
C -1.27 -2.35 -4.82
N -1.42 -1.04 -5.40
C -1.30 -0.03 -4.32
C -2.42 -0.08 -3.34
O -3.65 0.14 -3.98
C -4.59 0.16 -3.00
H -1.12 -6.65 -5.81
H -0.23 -5.52 -6.97
H -2.09 -5.70 -6.83
H -2.06 -3.23 -6.54
H -0.21 -3.15 -6.50
H -0.35 -2.31 -4.22
H -2.12 -2.69 -4.24
H -2.29 -0.93 -5.88
H -1.18 0.94 -4.87
H -0.33 -0.21 -3.82
H -2.28 0.63 -2.52
H -2.37 -1.02 -2.81
H -4.58 1.13 -2.48
H -4.52 -0.58 -2.23
H -5.59 0.11 -3.37
C 7.95 4.23 -2.20
O 7.26 3.05 -1.90
C 6.38 2.63 -2.96
C 5.77 1.27 -2.68
N 4.92 1.30 -1.55
C 4.65 -0.08 -1.08
C 3.96 -0.05 0.29
O 4.86 0.62 1.15
C 4.28 0.96 2.44
H 7.28 5.05 -2.26
H 8.54 4.19 -3.08
H 8.52 4.41 -1.33
H 7.12 2.54 -3.83
H 5.63 3.34 -3.19
H 6.64 0.53 -2.64
H 5.32 0.87 -3.61
H 5.43 1.68 -0.79
H 5.55 -0.60 -0.98
H 4.03 -0.57 -1.81
H 3.90 -1.08 0.70
H 2.98 0.44 0.18
H 3.89 1.94 2.47
H 5.08 1.02 3.17
H 3.55 0.20 2.81
```

Values from the calculation:
SMILES: COC[C@H](C)N.COC[C@H](C)N.COC[C@H](C)N.COC[C@H](C)N.COCCNCCOC.COCCNCCOC.COCCNCCOC.COCCNCCOC.COCCNCCOC.COCCNCCOC.COCCNCCOC.COCCNCCOC
Energy above the lowest of the compared OMol25 structures with the same formula, charge and spin, kJ/mol: 136.3
Multiplicity: 1
Gap between HOMO and LUMO, eV: 8.6
Highest occupied orbital energy, Eh: -0.294
Charge: 0
LUMO level, eV: 0.6